No. 1
# C6H6CdI

A molecular structure, C6H6CdI (ωB97M-V/def2-TZVPD, the OMol25 dataset).

ORCA input file:
```
! wB97M-V def2-TZVPD RIJCOSX def2/J DEFGRID3
* xyz 1 1
Cd 2.9841 3.8313 5.1600
I 5.2095 2.9315 3.9062
C 3.5639 8.4338 4.8994
C 3.8922 8.4317 6.2414
C 4.6087 7.4223 6.8118
C 4.9195 6.3371 6.0442
C 4.7296 6.3831 4.6730
C 4.0518 7.3791 4.1165
H 3.0509 9.3166 4.5429
H 3.7534 9.4022 6.8181
H 4.9408 7.5129 7.8262
H 5.4496 5.5134 6.5570
H 5.0639 5.5887 4.0318
H 3.9868 7.5154 3.0199
*
```

Properties
E_tot   -18976.02372 eV
F_max   4.8 eV Å⁻¹
Frontier orbital gap   5.483 eV



No. 2
# C6H6Cl2FeN2O3Sm

A molecular structure, C6H6Cl2FeN2O3Sm (ωB97M-V/def2-TZVPD, the OMol25 dataset).

ORCA input file:
```
! wB97M-V def2-TZVPD RIJCOSX def2/J DEFGRID3
* xyz 4 11
Sm 0.2873 0.2364 -6.1076
Fe 0.1790 -0.2018 -0.2050
Cl -0.5500 2.4495 -5.5700
Cl 0.2470 0.6027 -2.2042
C -0.8240 -1.7793 -0.3098
C -0.1837 1.2272 -8.2951
C 0.6003 -1.1479 -8.2823
O -1.4371 -2.6364 0.1678
O -0.3839 1.5575 -9.3918
O 0.7036 -1.6619 -9.3061
C 1.1340 -0.5303 5.0141
N 0.1580 0.1545 4.1883
C -0.9742 0.8304 4.8556
C 0.2427 0.0793 2.9002
N 0.4733 -0.0692 1.7365
H 0.8942 -0.3213 6.0406
H 2.1609 -0.1719 4.7826
H 1.0656 -1.6287 4.8229
H -1.0618 1.9070 4.5926
H -1.9364 0.3318 4.6436
H -0.7948 0.7725 5.9274
*
```

Properties
E_tot   -92731.17492 eV
F_max   8.1 eV Å⁻¹
Frontier orbital gap (alpha / beta)   7.449 / 5.907 eV
Expectation value of S²   30.059



No. 3
# C6H6Cl2LaLuN2O3

A molecular structure, C6H6Cl2LaLuN2O3 (ωB97M-V/def2-TZVPD, the OMol25 dataset).

ORCA input file:
```
! wB97M-V def2-TZVPD RIJCOSX def2/J DEFGRID3
* xyz 4 1
Lu -0.0295 4.6713 -3.0498
La -1.0548 1.2539 0.4531
Cl 1.7545 3.9767 -1.6417
Cl -1.4499 1.8093 -1.9871
C -2.6313 -0.3478 -0.0034
C -0.5060 6.0569 -1.2433
C -2.3220 5.1036 -2.7606
O -3.4500 -1.0767 -0.4482
O -0.8951 6.5730 -0.2794
O -3.3831 5.3714 -2.4162
C 1.6415 -3.8511 0.2059
N 1.1577 -2.7579 1.0916
C 1.1871 -3.0078 2.5277
C 0.8025 -1.6420 0.5859
N 0.3457 -0.5560 0.3759
H 1.7814 -4.7787 0.8042
H 2.5926 -3.5686 -0.2919
H 0.9121 -4.0415 -0.6128
H 1.9345 -2.3951 3.0044
H 0.2270 -2.7338 2.9703
H 1.3852 -4.0591 2.7152
*
```

Properties
E_tot   -74922.58891 eV
F_max   12.8 eV Å⁻¹
Frontier orbital gap   6.149 eV



No. 4
# C6H6Cl2OP

2 unconnected molecules or ions with the total composition C6H6Cl2OP (ωB97M-V/def2-TZVPD, the OMol25 dataset).

ORCA input file:
```
! wB97M-V def2-TZVPD RIJCOSX def2/J DEFGRID3
* xyz 1 1
C 1.7085 0.4645 0.6719
C 1.5113 0.8048 -0.6287
C 0.9514 -0.5169 1.2924
C 0.5084 0.1882 -1.3151
C -0.1330 -1.0447 0.6121
C -0.3473 -0.7520 -0.7182
O -4.3287 -1.0383 -1.4524
P -1.6298 -1.8149 -1.5398
Cl -1.1464 -1.9956 -3.4403
Cl -2.1102 -3.3464 -0.5020
H 2.5683 0.9899 1.1266
H 2.0422 1.7388 -0.9345
H 1.1617 -0.8209 2.4081
H 0.2594 0.2574 -2.2858
H -0.9082 -1.6320 1.1712
H -4.4136 -0.0912 -1.4237
*
```

Properties
E_tot   -42689.22644 eV
F_max   3.8 eV Å⁻¹
Frontier orbital gap (alpha / beta)   6.441 / 6.437 eV



No. 5
# C6H6Cl4Si

C6H6Cl4Si in the gas phase (ωB97M-V/def2-TZVPD, the OMol25 dataset).

ORCA input file:
```
! wB97M-V def2-TZVPD RIJCOSX def2/J DEFGRID3
* xyz 0 1
C -0.3926 -1.3123 0.4868
C -1.1828 -0.4723 -0.4526
C 0.3493 -0.3145 0.0177
C -2.3134 0.3933 -0.0813
C -3.5546 0.5847 -0.6393
C 3.2045 -0.1300 0.6499
Si 1.8748 0.6465 -0.4673
Cl -0.6826 -2.5516 1.5280
Cl -1.4074 -1.2487 -2.1129
Cl -2.0959 1.1256 1.5050
Cl -4.8531 1.3842 0.1398
H -3.6411 0.0689 -1.6734
H 4.3050 0.0619 0.4136
H 3.3374 0.1852 1.6447
H 3.2522 -1.2002 0.7499
H 1.9420 2.0650 0.1784
H 1.8583 0.7140 -1.8871
*
```

Properties
E_tot   -64283.11517 eV
SMILES   C[SiH2]C1=C(Cl)[C@@]1(Cl)/C(Cl)=C/Cl
F_max   3.7 eV Å⁻¹
Frontier orbital gap   9.293 eV



No. 6
# C6H6EuO2

A molecular structure, C6H6EuO2 (ωB97M-V/def2-TZVPD, the OMol25 dataset).

ORCA input file:
```
! wB97M-V def2-TZVPD RIJCOSX def2/J DEFGRID3
* xyz 2 8
C -0.8424 0.8710 -1.5545
C 0.3677 1.0227 -0.9937
O 1.3197 1.7370 -0.8807
H -0.9649 1.3641 -2.5226
Eu 3.9379 1.6425 -0.0753
O 2.6346 -0.5097 0.8574
C 1.3431 -0.8132 0.7789
C 0.3486 -1.3511 1.2829
C -1.9493 -0.3592 0.3204
C -1.9296 0.1382 -0.9563
H 3.0941 -0.9882 1.5641
H -0.1078 -1.8431 2.1278
H -1.8841 0.3600 1.1444
H -2.5805 -1.2304 0.5151
H -2.7870 -0.0404 -1.6079
*
```

Properties
E_tot   -29719.33229 eV
F_max   3.6 eV Å⁻¹
Frontier orbital gap (alpha / beta)   4.715 / 4.932 eV
Expectation value of S²   15.759



No. 7
# C6H6F12InN2O10S4

A molecular structure, C6H6F12InN2O10S4 (ωB97M-V/def2-TZVPD, the OMol25 dataset).

ORCA input file:
```
! wB97M-V def2-TZVPD RIJCOSX def2/J DEFGRID3
* xyz 1 1
In -0.1327 1.0929 0.9268
C 1.8613 0.6967 -3.3583
F 2.4137 1.4858 -4.2562
F 1.4274 -0.4206 -3.9368
F 2.7511 0.3773 -2.4272
S 0.4780 1.6092 -2.5333
O 1.1363 2.3212 -1.4883
O -0.1840 2.4983 -3.4585
N -0.5512 0.4000 -1.7904
S -1.5734 0.0737 -2.9733
O -2.7845 0.8348 -2.7251
O -1.1775 -0.0526 -4.3525
C -1.9421 -1.7571 -2.4884
F -1.0359 -2.6065 -2.9657
F -1.9456 -1.9246 -1.1607
F -3.1062 -2.0296 -3.0329
C 2.5285 -1.3713 4.3451
F 3.7361 -1.6622 4.7459
F 1.8123 -2.4245 4.0100
F 1.9058 -0.7090 5.2871
S 2.8351 -0.1821 2.7958
O 2.1922 1.0562 3.1670
O 4.2566 -0.1168 2.6049
N 1.7985 -0.7988 1.5450
S 2.8745 -1.7574 0.7606
O 3.8368 -0.9938 0.0032
O 3.3522 -2.9301 1.4624
C 1.8805 -2.4009 -0.6946
F 1.3023 -3.5319 -0.2910
F 0.9009 -1.5651 -1.0520
F 2.6504 -2.5954 -1.7364
C -3.9478 1.5613 1.1065
C -3.2337 2.6544 1.8759
O -2.0148 2.2413 2.5059
O -2.9537 0.9773 0.2744
H -4.7787 1.9979 0.5510
H -4.2796 0.7289 1.7334
H -3.8748 3.0851 2.6453
H -3.0196 3.4439 1.1489
H -2.0870 2.4705 3.4358
H -3.3077 0.2238 -0.2095
*
```

Properties
E_tot   -110881.28674 eV
F_max   5.3 eV Å⁻¹
Frontier orbital gap   3.757 eV



No. 8
# C6H6F2

C6H6F2 in the gas phase (ωB97M-V/def2-TZVPD, the OMol25 dataset).

ORCA input file:
```
! wB97M-V def2-TZVPD RIJCOSX def2/J DEFGRID3
* xyz 0 1
C 1.6971 1.1011 0.2533
C 0.3639 0.9136 -0.5387
C -0.5162 0.0220 -0.2160
C -0.3147 -0.8509 0.9191
C -0.0312 -1.5825 1.8412
C -1.6782 -0.4449 -0.9766
H 1.4382 1.9986 1.1237
H 2.1336 0.0164 0.8618
H 2.4658 1.3796 -0.5791
H 0.3247 1.6334 -1.4260
H 0.0726 -2.3574 2.5403
H -2.6402 -0.2341 -0.4497
F -1.6477 -1.7759 -1.1257
F -1.6676 0.1811 -2.2276
*
```

Properties
E_tot   -11750.30338 eV
SMILES   C#C/C(=C\C)C(F)F
F_max   4.3 eV Å⁻¹
Frontier orbital gap   10.402 eV